(1)
Computed, not measured: a structure of composition C7H20IN2O3 at a distorted geometry, with ωB97M-V/def2-TZVPD.

For the total energy, the calculation gives -911.413000 Ha. The calculation puts the HOMO energy at -3.858 eV. The orbital gap is 0.260 Eh. The multiplicity is 1. Its charge is -1.

Last column: Löwdin charge in e.
Positions of all 33 atoms, in Å:
I -2.754 9.836 19.858  1.57
O -1.123 8.874 21.371  -0.26
O -1.620 9.605 17.640  -0.29
O -4.752 10.911 24.013  0.01
N -2.809 11.364 23.080  0.16
N -4.230 10.396 21.899  0.00
C -3.991 10.832 23.084  -0.84
C -1.251 7.573 20.833  -0.57
C -0.412 7.481 19.517  -0.07
C -2.492 10.238 16.696  -0.50
C -2.148 11.708 16.786  -0.11
C -1.995 9.785 15.333  -0.08
C -0.632 6.667 21.865  -0.08
H 0.437 6.763 22.058  0.08
H -1.003 9.334 15.332  0.08
H -1.504 9.414 20.675  -0.36
H -0.806 5.632 21.572  0.07
H -2.462 11.852 23.894  0.11
H -1.133 12.045 16.581  0.08
H -1.157 6.944 22.779  0.08
H -0.128 6.484 19.179  0.06
H -2.263 12.171 17.766  0.05
H -2.327 7.418 20.753  0.08
H -2.074 10.465 14.485  0.07
H -2.509 8.863 15.060  0.06
H -2.789 12.329 16.161  0.07
H -2.066 9.753 18.477  -0.44
H -1.031 7.850 18.698  0.03
H 0.553 7.987 19.548  0.08
H -2.281 11.352 22.219  0.07
H -3.621 10.338 21.096  -0.40
H -3.530 9.983 16.911  0.12
H -4.927 9.673 21.793  0.10

Cartesian forces, eV/Å:
I -8.1 2.5 -4.5
O 3.6 -2.6 3.6
O 1.7 -0.8 -5.8
O -1.7 -0.5 2.6
N 4.6 2.3 1.1
N -5.5 -2.2 -0.2
C -0.9 1.0 0.5
C 3.1 0.0 0.3
C -1.2 -0.5 -0.6
C 3.4 0.6 -0.2
C -1.0 2.1 0.6
C -0.6 -2.0 -0.8
C -0.8 -0.5 0.5
H 0.0 0.5 -0.4
H 0.5 0.9 0.6
H 4.3 -0.3 2.2
H -0.2 -0.2 0.3
H -0.1 -0.1 -0.4
H 0.3 -1.0 -0.6
H 0.1 -0.6 0.4
H -0.3 -0.6 0.5
H -0.5 -0.5 0.4
H 0.1 -0.8 -0.5
H -0.2 0.3 0.3
H -0.7 0.0 -0.3
H -0.2 0.0 -0.4
H 2.0 -0.1 -3.4
H 0.5 0.3 -0.1
H -0.3 0.5 0.4
H 0.3 0.0 0.4
H -1.6 1.8 3.5
H -0.1 0.3 -0.1
H -0.4 0.3 0.3

***

(2)
Computed, not measured: a cluster of 5 separate species, C7H20N4O11S in total at a distorted geometry, with ωB97M-V/def2-TZVPD.

For the total energy, the calculation gives -1723.172131 Ha. The calculation puts the HOMO energy at -10.877 eV. The orbital gap is 0.404 Eh. Its SMILES is CCOS(C)(=O)=O.C[N+](=O)[O-].C[N+](=O)[O-].C[N+](=O)[O-].C[N+](=O)[O-]. The multiplicity is 1.

Last column: Löwdin charge in e.
Positions of all 43 atoms, in Å:
S -2.473 18.648 -7.785  0.56
O -2.179 17.256 -7.804  -0.27
O -8.152 20.522 -4.936  0.05
O -3.326 21.858 -7.096  0.06
O -3.156 21.601 -1.541  0.07
O -6.973 18.059 -7.135  0.06
O -3.251 19.244 -8.810  -0.26
O -3.260 18.977 -6.428  -0.28
O -5.901 16.339 -6.355  0.07
O -9.085 21.283 -3.149  0.07
O -1.425 22.870 -1.376  0.06
O -4.562 21.532 -5.369  0.04
N -6.909 16.901 -6.747  -0.43
N -2.197 22.178 -2.006  -0.45
N -8.776 21.356 -4.316  -0.45
N -4.367 21.534 -6.573  -0.43
C -1.959 22.028 -3.454  0.04
C -8.172 16.110 -6.737  0.05
C -9.165 22.602 -5.050  0.05
C -5.506 21.161 -7.461  0.06
C -0.968 19.568 -7.583  -0.11
C -4.129 18.312 -4.298  -0.05
C -2.949 18.206 -5.252  -0.25
H -5.561 20.071 -7.438  0.08
H -8.283 23.235 -5.057  0.10
H -8.334 15.809 -5.706  0.10
H -0.567 19.692 -8.584  0.08
H -8.948 16.703 -7.194  0.09
H -3.975 17.613 -3.478  0.09
H -5.286 21.544 -8.445  0.10
H -9.479 22.291 -6.037  0.09
H -2.068 18.618 -4.753  0.11
H -2.789 17.168 -5.527  0.11
H -4.232 19.336 -3.937  0.06
H -0.991 22.433 -3.712  0.10
H -5.055 18.069 -4.820  0.06
H -7.962 15.201 -7.299  0.10
H -9.972 23.051 -4.487  0.09
H -0.329 18.975 -6.933  0.07
H -2.798 22.384 -4.048  0.08
H -1.989 20.954 -3.669  0.09
H -1.189 20.520 -7.111  0.05
H -6.394 21.530 -6.961  0.08

Cartesian forces, eV/Å:
S -0.2 0.4 0.9
O 0.3 -0.4 -0.2
O 0.0 -0.1 -0.1
O 0.3 0.0 0.0
O -0.1 -0.1 0.0
O 0.1 -0.6 0.2
O -0.3 0.2 -0.4
O 0.3 -0.1 -0.5
O -0.4 0.3 -0.2
O 0.0 -0.1 0.1
O 0.1 0.0 0.0
O 0.0 -0.1 -0.2
N 0.2 0.4 0.0
N -0.1 0.2 0.1
N 0.1 0.2 0.0
N -0.4 0.3 0.1
C -0.1 -1.1 -0.7
C 0.6 -0.4 -0.1
C -0.1 -0.4 0.3
C 0.2 -0.4 0.7
C -0.3 -0.3 0.2
C 0.0 0.3 -0.5
C -0.5 -0.2 0.7
H 0.1 0.0 -0.2
H 0.0 0.0 -0.1
H -0.3 0.2 0.0
H 0.2 0.0 0.1
H -0.2 0.1 0.2
H -0.1 0.1 0.1
H -0.1 0.0 -0.1
H 0.1 0.1 -0.2
H 0.2 0.0 -0.3
H 0.2 0.0 -0.1
H 0.0 -0.1 0.2
H -0.1 0.3 0.0
H 0.1 -0.2 0.0
H 0.0 0.1 -0.1
H 0.0 0.1 0.0
H 0.2 0.0 -0.2
H 0.1 0.5 0.3
H 0.2 0.1 0.3
H -0.1 0.1 -0.2
H -0.1 0.2 -0.2

***

(3)
Computed, not measured: a cluster of 2 separate species, C7H20NO6P2 in total at a distorted geometry, with ωB97M-V/def2-TZVPD.

For the total energy, the calculation gives -1467.537803 Ha. The calculation puts the HOMO energy at -3.983 eV. The orbital gap is 0.246 Eh. The multiplicity is 1. Its charge is -1.

Last column: Löwdin charge in e.
Positions of all 36 atoms, in Å:
P -4.265 1.496 2.174  0.74
P -0.995 -1.211 2.396  0.37
O -4.680 1.068 3.624  -0.54
O 2.359 -0.712 -4.012  0.02
O 0.799 -1.573 -2.764  -0.01
O -0.622 -0.212 1.023  -0.42
O -2.741 -0.888 2.393  -0.39
O 2.573 -0.574 -1.747  0.12
N -1.329 2.409 3.086  -0.04
C -0.763 2.068 1.750  -0.24
C 1.968 -0.914 -2.738  -0.59
C 3.616 -0.047 -4.168  -0.23
C -2.899 0.308 1.583  -0.46
C 4.775 -0.988 -3.898  -0.07
C -1.554 0.919 0.960  -0.33
C 0.304 -1.943 -1.471  -0.04
H -5.439 1.435 1.358  -0.01
H -0.696 2.976 1.049  0.10
H 0.320 1.716 1.879  0.12
H -1.164 3.422 3.232  0.06
H -3.401 -0.146 0.645  0.11
H -1.069 -2.434 1.626  -0.04
H -0.699 -2.351 -1.604  0.09
H 4.695 -1.883 -4.522  0.08
H 4.780 -1.322 -2.859  0.07
H -1.664 1.299 -0.117  0.13
H 3.661 0.842 -3.532  0.12
H 3.658 0.294 -5.205  0.12
H -0.834 1.939 3.852  0.06
H 0.240 -1.082 -0.804  0.07
H 0.940 -2.717 -1.038  0.10
H 5.728 -0.495 -4.104  0.07
H -3.745 2.844 2.299  -0.01
H 0.427 -1.328 2.728  -0.05
H -1.317 -2.072 3.541  -0.06
H -0.970 -0.143 3.386  -0.02

Cartesian forces, eV/Å:
P 0.5 -1.7 5.8
P 1.0 -1.3 3.6
O 0.3 1.1 -3.3
O -0.1 0.1 0.1
O 0.8 0.4 -0.4
O -2.1 1.0 -0.7
O 0.3 2.7 -2.0
O -0.2 -0.1 -0.7
N 0.5 1.4 -0.4
C 0.6 0.1 -0.4
C -0.3 -0.3 0.4
C 0.4 0.1 0.0
C -1.4 -1.4 -2.6
C 0.0 -0.2 0.2
C 2.0 -0.5 1.3
C -0.3 -0.1 0.6
H 0.8 0.3 -0.4
H -0.4 -0.9 1.3
H -1.6 0.2 -0.5
H -0.2 -0.8 0.0
H 0.5 0.9 0.8
H -0.1 0.5 -0.7
H 0.2 0.1 -0.2
H 0.0 0.1 -0.1
H 0.0 0.2 -0.1
H -0.2 -0.9 1.4
H -0.1 -0.2 0.1
H -0.3 -0.1 0.1
H -0.4 -0.1 -0.7
H 0.1 -0.2 0.0
H 0.0 0.2 0.0
H -0.1 0.0 0.0
H -0.5 -0.6 -1.1
H -0.1 -0.5 -0.7
H 0.2 0.0 -0.1
H 0.2 0.6 -0.6

***

(4)
Computed, not measured: a structure of composition C7H20O13V3 at a distorted geometry, with ωB97M-V/def2-TZVPD.

For the total energy, the calculation gives -4088.562524 Ha. The calculation puts the HOMO energy at -12.841 eV. The orbital gap is 0.239 Eh. The multiplicity is 1. Its charge is +1.

Last column: Löwdin charge in e.
Positions of all 43 atoms, in Å:
V -27.111 25.064 18.674  1.14
V -31.335 26.606 18.289  1.14
V -32.007 25.683 21.960  1.10
O -30.081 25.911 23.300  -0.03
O -26.894 25.109 17.128  -0.23
O -30.454 25.891 20.499  -0.06
O -33.146 24.963 21.095  -0.28
O -29.368 25.669 18.745  -0.08
O -31.360 26.915 16.730  -0.22
O -28.325 25.257 20.542  -0.03
O -30.315 22.392 19.283  -0.02
O -25.789 24.685 19.460  -0.24
O -32.684 27.057 18.896  -0.21
O -27.236 26.623 22.752  -0.07
O -28.471 22.929 22.285  -0.06
O -32.444 27.212 22.091  -0.23
C -27.908 20.870 23.166  -0.05
C -25.731 26.073 24.669  -0.02
C -25.970 26.044 23.104  -0.44
C -27.604 21.823 22.037  -0.48
C -29.365 25.635 19.984  -0.93
C -26.133 22.227 22.123  -0.06
C -24.854 26.742 22.362  -0.05
H -25.835 22.603 23.102  0.08
H -29.156 25.786 23.087  0.04
H -27.577 26.068 22.047  0.02
H -26.019 25.012 22.758  0.10
H -30.084 26.157 24.225  0.09
H -28.038 21.342 24.140  0.09
H -25.923 23.047 21.437  0.04
H -28.840 20.414 22.832  0.08
H -25.448 21.425 21.850  0.09
H -30.357 23.314 19.029  -0.01
H -24.854 26.647 21.276  0.06
H -27.662 21.405 21.032  0.14
H -27.220 20.024 23.158  0.09
H -24.998 27.813 22.507  0.09
H -26.643 25.882 25.234  0.07
H -28.264 23.690 21.738  0.03
H -25.029 25.290 24.953  0.08
H -25.352 27.017 25.061  0.08
H -31.228 22.135 19.405  0.05
H -23.907 26.420 22.796  0.09

Cartesian forces, eV/Å:
V 0.4 -0.3 1.4
V 0.9 0.0 -1.8
V -0.1 2.7 -1.6
O -1.6 -0.4 -0.3
O 0.3 -0.1 0.7
O -4.1 1.0 2.5
O 1.8 0.7 1.5
O 0.2 0.8 -5.4
O -0.1 -0.4 2.2
O 1.8 -0.3 0.6
O 0.4 0.2 0.0
O -1.1 0.4 -1.5
O 0.0 0.0 -0.1
O -0.5 0.0 0.4
O -0.4 0.2 -0.2
O 0.5 -2.8 -0.1
C -1.0 -1.3 -1.4
C -0.4 -0.1 -0.9
C 0.3 -0.3 0.9
C 2.0 0.7 1.3
C 0.4 -1.3 1.8
C 0.3 0.9 -0.1
C -0.1 0.7 0.3
H -0.2 -0.2 0.2
H 0.8 0.0 -0.2
H 0.1 0.2 -0.4
H 0.1 -0.3 0.4
H -0.1 0.2 0.4
H 0.3 0.0 -0.2
H 0.0 0.1 -0.3
H -0.5 -0.1 0.7
H -0.2 -0.2 0.0
H -0.1 0.1 -0.2
H -0.1 -0.6 0.0
H -1.0 -0.2 0.0
H 0.3 0.2 0.4
H 0.3 0.1 0.3
H -0.2 -0.2 -0.3
H 0.3 -0.2 -0.3
H 0.1 0.0 -0.1
H 0.1 0.1 -0.4
H -0.3 -0.2 0.1
H 0.1 0.2 -0.3

***

(5)
Computed, not measured: a structure of composition C7H21ClI2N5P2Pd at a distorted geometry, with ωB97M-V/def2-TZVPD.

For the total energy, the calculation gives -2417.809494 Ha. The calculation puts the HOMO energy (alpha / beta) at -16.585 / -18.097 eV. The orbital gap (alpha / beta) is 0.231 / 0.197 Eh. The multiplicity is 5. Its charge is +3.

Last column: Mulliken spin population.
Positions of all 39 atoms, in Å:
I -0.504 -2.841 2.197  0.24
I -1.566 1.324 3.418  0.70
Pd 0.977 0.868 -1.121  1.12
Cl -1.377 0.334 -1.156  0.43
P -2.491 -0.914 1.075  0.45
P 0.924 1.041 -3.316  0.66
N 4.999 -0.676 1.881  0.00
N 3.133 -0.185 0.604  0.00
N 3.797 -0.018 1.728  0.00
N 1.990 0.545 0.770  0.02
N 3.093 0.601 2.719  0.00
C 2.584 1.396 -2.476  -0.03
C -3.645 -2.289 0.825  0.04
C 0.370 -0.641 -3.772  -0.01
C -0.213 2.445 -3.528  0.00
C -3.928 0.205 1.374  0.04
C 1.967 0.920 2.079  0.01
C -1.759 -1.204 2.871  0.15
H -1.249 -0.382 3.637  -0.01
H 5.434 -0.662 2.762  0.00
H -2.275 -1.738 3.659  -0.03
H 2.863 2.445 -2.419  0.00
H -1.226 2.037 -3.588  0.00
H 3.209 0.943 -3.229  0.04
H -0.725 -0.659 -3.813  0.01
H -4.514 -0.275 2.148  0.01
H 0.700 -1.307 -2.967  0.01
H 5.198 -1.384 1.171  0.00
H 0.744 -1.017 -4.733  0.03
H -0.525 -1.195 2.820  0.02
H -4.179 -1.975 -0.086  0.00
H 1.179 1.421 2.630  -0.01
H -0.028 3.064 -4.415  0.03
H -4.495 0.165 0.441  0.00
H -3.178 -3.260 0.700  0.00
H -4.388 -2.251 1.629  0.02
H -0.126 3.040 -2.613  0.01
H 2.861 0.866 -1.529  0.06
H -3.630 1.212 1.623  0.00

Cartesian forces, eV/Å:
I 1.9 -3.2 -0.8
I -0.1 3.3 0.8
Pd -2.1 -0.5 2.5
Cl -1.0 -0.5 1.2
P -1.9 1.1 1.3
P -0.1 0.8 -2.5
N -1.5 0.7 -1.6
N 0.0 2.1 1.0
N -0.8 -1.6 0.2
N 0.8 -1.2 1.8
N 0.8 -0.8 -1.6
C 0.9 -0.2 -1.3
C 0.4 -0.4 -0.6
C 0.3 -0.2 0.1
C -0.1 -0.2 0.2
C 0.9 0.3 -0.7
C 1.1 0.0 -0.5
C -0.4 -0.6 -1.5
H 0.1 -0.6 0.2
H 0.3 0.1 1.2
H -0.5 0.0 0.2
H -0.4 0.1 0.0
H 0.1 0.0 0.0
H 0.7 -0.3 0.0
H 0.2 0.2 0.1
H -0.1 0.2 0.3
H -0.1 -0.1 -0.2
H -0.2 0.5 0.5
H 0.2 0.3 0.2
H -0.3 0.6 0.5
H 0.2 -0.4 0.1
H 0.2 0.1 -0.6
H 0.2 -0.2 0.2
H 0.0 0.3 0.1
H -0.2 -0.1 -0.1
H 0.3 -0.3 0.0
H -0.1 0.2 -0.2
H 0.7 0.2 -0.5
H -0.4 0.2 -0.1

***

(6)
Computed, not measured: a cluster of 2 separate species, C7H21N2O5P in total at a distorted geometry, with ωB97M-V/def2-TZVPD.

For the total energy, the calculation gives -1106.389263 Ha. The calculation puts the HOMO energy at -9.159 eV. The orbital gap is 0.360 Eh. Its SMILES is COP(=O)(OC)OC.NCCOCCN. The multiplicity is 1.

Last column: Löwdin charge in e.
Positions of all 36 atoms, in Å:
P 0.242 -3.493 2.591  0.37
O -0.084 -1.919 2.667  -0.22
O -0.971 -4.278 2.777  -0.23
O 0.772 -3.668 1.103  -0.20
O 1.177 -3.554 3.884  -0.20
O -0.760 1.927 -1.759  -0.17
N -3.237 2.218 -2.997  0.00
N 0.069 2.334 0.657  -0.02
C -0.151 3.587 -0.086  -0.23
C 2.579 -3.834 3.766  -0.10
C 0.109 -0.942 1.656  -0.10
C -2.057 2.189 -3.859  -0.27
C 2.067 -3.341 0.574  -0.08
C -0.827 1.627 -3.131  -0.23
C -0.738 3.318 -1.496  -0.21
H 0.079 1.947 -3.660  0.12
H -2.212 1.533 -4.727  0.10
H 2.746 -4.822 3.333  0.10
H -1.772 3.667 -1.511  0.10
H -1.857 3.183 -4.262  0.11
H -0.833 4.247 0.456  0.10
H 2.030 -2.381 0.065  0.08
H 1.134 -0.926 1.295  0.07
H 2.837 -3.329 1.343  0.06
H -0.599 -1.092 0.840  0.10
H -0.134 3.851 -2.238  0.12
H -4.033 2.539 -3.535  0.07
H 2.999 -3.815 4.768  0.09
H -3.449 1.282 -2.672  0.08
H 2.313 -4.100 -0.164  0.09
H -0.837 1.930 0.874  0.06
H -0.097 0.027 2.102  0.07
H 0.832 4.046 -0.187  0.10
H -0.888 0.539 -3.185  0.12
H 3.083 -3.078 3.160  0.07
H 0.470 2.578 1.558  0.06

Cartesian forces, eV/Å:
P -2.8 2.0 0.4
O 0.4 -0.1 0.1
O 0.3 -0.5 0.0
O 1.3 -0.5 0.5
O 1.2 -0.8 -1.1
O 0.3 0.2 -0.2
N 0.1 0.1 -0.1
N -0.2 0.2 0.3
C 0.2 -0.7 -0.1
C 0.0 0.0 0.2
C -0.3 0.0 0.0
C 0.0 -0.3 -0.2
C 0.0 -0.1 -0.2
C -0.5 -0.2 0.0
C -0.2 -0.1 0.7
H 0.0 0.0 0.0
H 0.1 0.1 -0.1
H 0.0 0.0 0.0
H 0.1 0.2 -0.3
H -0.1 0.1 0.2
H 0.2 0.3 -0.1
H 0.0 0.1 0.1
H 0.0 0.0 -0.1
H -0.1 0.0 -0.2
H 0.2 0.0 -0.1
H -0.1 0.0 -0.1
H -0.1 0.0 0.1
H -0.1 0.0 0.0
H 0.0 0.0 0.1
H 0.0 -0.1 0.1
H 0.0 -0.2 -0.1
H 0.0 0.0 0.1
H -0.1 0.2 0.1
H 0.2 0.0 0.1
H 0.0 0.0 0.2
H 0.0 0.0 0.0

***

- What is the total energy in the fifth record?
  -2417.809494 Ha